Record 1
This record from OMol25 describes a structure of composition C42H37N2P2RhSi at a distorted geometry. The level of theory is the ωB97M-V functional and the def2-TZVPD basis.

Cartesian coordinates (Å):
1 Rh 0.21 0.87 -0.19
2 C -0.14 2.29 3.15
3 Si 0.23 0.72 2.18
4 C -1.23 -0.46 2.48
5 C -1.37 -0.97 3.77
6 C -2.53 -1.64 4.14
7 C -3.57 -1.78 3.23
8 C -3.43 -1.30 1.94
9 C -2.26 -0.66 1.55
10 P -2.00 -0.11 -0.17
11 C -1.44 -1.58 -1.07
12 C -1.60 -2.89 -0.60
13 C -1.21 -3.95 -1.39
14 C -0.61 -3.72 -2.63
15 C -0.46 -2.43 -3.11
16 C -0.89 -1.36 -2.33
17 C -3.69 0.12 -0.82
18 C -4.27 -0.86 -1.62
19 C -5.63 -0.79 -1.91
20 C -6.40 0.26 -1.42
21 C -5.80 1.26 -0.67
22 C -4.45 1.20 -0.37
23 C 2.02 0.25 2.53
24 C 2.47 0.17 3.85
25 C 3.81 -0.05 4.12
26 C 4.72 -0.18 3.09
27 C 4.29 -0.13 1.77
28 C 2.94 0.06 1.51
29 P 2.49 0.00 -0.40
30 C 2.22 0.40 -2.27
31 C 3.18 0.10 -3.23
32 C 3.01 0.52 -4.54
33 C 1.90 1.27 -4.90
34 C 0.98 1.65 -3.94
35 C 1.16 1.23 -2.64
36 C 2.62 -1.82 -0.42
37 C 3.47 -2.54 -1.27
38 C 3.60 -3.91 -1.13
39 C 2.91 -4.59 -0.13
40 C 2.07 -3.88 0.71
41 C 1.93 -2.52 0.57
42 H -0.08 2.04 4.21
43 H -1.14 2.69 2.96
44 H 0.59 3.08 2.95
45 H -0.58 -0.84 4.50
46 H -2.64 -2.02 5.15
47 H -4.49 -2.27 3.52
48 H -4.25 -1.43 1.23
49 H -2.07 -3.07 0.36
50 H -1.36 -4.96 -1.05
51 H -0.28 -4.56 -3.23
52 H -0.03 -2.25 -4.08
53 H -0.86 -0.36 -2.74
54 H -3.69 -1.69 -2.00
55 H -6.08 -1.57 -2.50
56 H -7.46 0.29 -1.63
57 H -6.39 2.09 -0.31
58 H -4.00 1.97 0.23
59 H 1.77 0.29 4.67
60 H 4.14 -0.10 5.15
61 H 5.77 -0.32 3.30
62 H 4.99 -0.25 0.95
63 H 4.08 -0.44 -2.96
64 H 3.75 0.25 -5.29
65 H 1.76 1.58 -5.93
66 H 0.13 2.26 -4.21
67 H 0.42 1.56 -1.89
68 H 4.08 -2.04 -2.01
69 H 4.28 -4.45 -1.78
70 H 3.02 -5.66 -0.02
71 H 1.53 -4.40 1.50
72 H 1.28 -1.98 1.25
73 N -1.77 3.60 0.25
74 C -0.49 4.05 0.19
75 C -0.20 5.42 0.19
76 C 1.11 5.83 0.16
77 C 2.13 4.88 0.14
78 C 1.78 3.56 0.13
79 N 0.50 3.14 0.13
80 H -2.54 4.25 0.30
81 H -1.95 2.62 0.21
82 H -1.02 6.14 0.21
83 H 1.35 6.89 0.15
84 H 3.17 5.17 0.14
85 H 2.53 2.78 0.11

Output
Kohn-Sham gap (spin up / spin down)   6.0839 / 5.5189 eV
Charge   +2
ΔE to the lowest compared entry with this formula, charge and spin   2.240 eV
HOMO (spin up / spin down)   -12.10 / -13.91 eV
<S²>   6.0181
2S+1   5

***

Record 2
This record from OMol25 describes a structure of composition C29H32BrF4N4O5STi at a distorted geometry. The level of theory is the ωB97M-V functional and the def2-TZVPD basis.

Cartesian coordinates (Å):
1 Ti 0.15 -1.05 0.56
2 O -0.41 4.30 1.53
3 C -0.43 3.66 2.73
4 C -0.45 4.44 3.88
5 C -0.50 3.85 5.13
6 C -0.54 2.46 5.25
7 C -0.54 1.68 4.11
8 C -0.47 2.26 2.84
9 C -0.55 1.41 1.60
10 O -0.36 0.03 1.87
11 N 0.46 1.82 0.65
12 N 0.58 0.77 -0.32
13 C 1.40 1.17 -1.32
14 C 1.98 0.39 -2.30
15 Br 1.82 -1.51 -2.07
16 C 2.70 0.78 -3.42
17 C 2.76 2.11 -3.99
18 C 3.85 2.44 -4.81
19 C 3.96 3.69 -5.39
20 C 2.97 4.65 -5.19
21 C 1.87 4.33 -4.41
22 C 1.76 3.08 -3.82
23 H -0.19 3.65 0.84
24 H -0.42 5.52 3.77
25 H -0.51 4.47 6.01
26 H -0.59 2.00 6.23
27 H -0.62 0.61 4.17
28 H -1.52 1.56 1.13
29 H 1.35 1.91 1.14
30 H 1.64 2.22 -1.35
31 H 3.31 0.02 -3.90
32 H 4.62 1.70 -4.97
33 H 4.82 3.92 -6.01
34 H 3.06 5.63 -5.65
35 H 1.08 5.06 -4.27
36 H 0.86 2.84 -3.26
37 C 0.87 -5.56 -0.58
38 C 0.90 -4.21 0.14
39 N -0.31 -3.34 0.03
40 C -1.37 -3.71 1.01
41 C -1.98 -5.11 0.92
42 C -0.85 -3.30 -1.35
43 C -1.48 -1.94 -1.69
44 N -1.52 -1.09 -0.49
45 C -2.61 -0.22 -0.41
46 C -3.39 -0.12 0.73
47 F -3.13 -0.91 1.80
48 C -4.45 0.75 0.82
49 F -5.16 0.78 1.95
50 C -4.80 1.58 -0.23
51 C -4.03 1.50 -1.38
52 F -4.30 2.29 -2.43
53 C -2.96 0.63 -1.46
54 F -2.22 0.66 -2.58
55 H 1.86 -6.01 -0.46
56 H 0.14 -6.25 -0.17
57 H 0.69 -5.46 -1.65
58 H 1.09 -4.35 1.20
59 H 1.74 -3.64 -0.26
60 H -0.95 -3.58 2.00
61 H -2.16 -2.97 0.89
62 H -1.29 -5.89 1.21
63 H -2.82 -5.14 1.62
64 H -2.38 -5.34 -0.07
65 H -0.03 -3.49 -2.04
66 H -1.57 -4.10 -1.49
67 H -0.90 -1.47 -2.49
68 H -2.49 -2.08 -2.07
69 H -5.63 2.26 -0.16
70 C 2.51 -0.50 3.42
71 S 2.20 -1.75 2.21
72 O 0.80 -2.21 2.36
73 O 3.21 -2.76 2.33
74 O 2.17 -1.05 0.88
75 H 3.18 -0.93 4.16
76 H 1.57 -0.19 3.86
77 H 2.99 0.34 2.92

Output
Kohn-Sham gap (spin up / spin down)   5.6042 / 7.5810 eV
ΔE to the lowest compared entry with this formula, charge and spin   0.599 eV
HOMO (spin up / spin down)   -6.09 / -8.12 eV
<S²>   0.7914
2S+1   2

***

Record 3
This record from OMol25 describes the molecule H4N4 at a distorted geometry. The level of theory is the ωB97M-V functional and the def2-TZVPD basis.

Cartesian coordinates (Å):
1 N 0.84 -1.38 0.75
2 N 0.40 0.17 -1.07
3 N -0.83 0.27 0.92
4 N 0.28 -0.48 0.29
5 H 1.04 -0.21 -1.84
6 H 1.03 1.05 -0.83
7 H -1.39 -0.18 1.66
8 H -1.37 0.76 0.13

Output
Kohn-Sham gap   9.5250 eV
ΔE to the lowest compared entry with this formula, charge and spin   3.856 eV
HOMO   -8.65 eV

***

Record 4
This record from OMol25 describes a structure of composition C5H12NO at a distorted geometry. The level of theory is the ωB97M-V functional and the def2-TZVPD basis.

Cartesian coordinates (Å):
1 C 2.94 -0.77 0.86
2 C 1.48 -0.44 0.45
3 N 1.53 0.76 -0.40
4 C -0.99 0.84 -0.40
5 C 0.31 0.94 -1.16
6 C -1.78 -0.38 -0.38
7 O -2.95 -0.55 0.07
8 H 3.19 -0.10 1.63
9 H 3.04 -1.80 1.00
10 H 3.50 -0.48 -0.03
11 H 0.80 -0.25 1.33
12 H 0.96 -1.31 -0.11
13 H -3.54 -0.56 2.99
14 H -1.51 1.81 -0.43
15 H -0.90 0.07 0.60
16 H -3.97 -0.42 3.63
17 H 0.27 0.24 -2.11
18 H -1.27 -1.21 -1.03
19 H 0.55 1.95 -1.40

Output
Kohn-Sham gap   5.9622 eV
Charge   -1
ΔE to the lowest compared entry with this formula, charge and spin   4.659 eV
HOMO   -1.75 eV

***

Record 5
This record from OMol25 describes a structure of composition C19H41N4O6SY. The level of theory is the ωB97M-V functional and the def2-TZVPD basis.

Cartesian coordinates (Å):
1 Y 0.05 -0.52 -0.03
2 C 2.09 -0.95 2.75
3 C 3.13 -1.43 1.77
4 O 2.70 -1.04 0.47
5 C 3.48 -1.64 -0.57
6 C 2.82 -1.31 -1.89
7 O 1.40 -1.47 -1.82
8 C 0.85 -2.77 -2.12
9 C 0.83 -3.67 -0.91
10 O 0.33 -2.92 0.21
11 C 0.60 -3.57 1.46
12 C 0.31 -2.62 2.60
13 O 0.77 -1.28 2.32
14 H 2.11 0.14 2.82
15 H 2.28 -1.35 3.75
16 H 3.23 -2.52 1.80
17 H 4.10 -1.00 2.00
18 H 3.53 -2.72 -0.40
19 H 4.50 -1.26 -0.55
20 H 3.24 -1.93 -2.68
21 H 2.98 -0.27 -2.15
22 H 1.41 -3.25 -2.93
23 H -0.16 -2.57 -2.47
24 H 1.83 -4.05 -0.65
25 H 0.19 -4.53 -1.10
26 H 1.64 -3.91 1.46
27 H -0.03 -4.46 1.56
28 H 0.78 -2.99 3.52
29 H -0.76 -2.53 2.77
30 C -1.66 4.39 -0.97
31 O -0.74 3.30 -0.89
32 C 0.44 3.52 -1.64
33 C 1.10 2.20 -1.92
34 O 1.38 1.44 -0.72
35 C 2.53 1.96 -0.03
36 H -1.99 4.54 -2.00
37 H -1.21 5.31 -0.59
38 H -2.53 4.13 -0.36
39 H 1.10 4.22 -1.12
40 H 0.20 3.98 -2.61
41 H 2.04 2.36 -2.46
42 H 0.46 1.57 -2.53
43 H 2.44 3.04 0.11
44 H 3.44 1.75 -0.59
45 H 2.60 1.47 0.94
46 C -1.31 3.90 3.29
47 C -1.98 2.59 3.14
48 N -3.03 2.18 3.77
49 N -3.27 0.92 3.30
50 C -2.39 0.53 2.37
51 S -2.36 -0.90 1.49
52 N -1.55 1.59 2.27
53 N -0.47 1.63 1.39
54 H -1.88 4.50 4.00
55 H -1.27 4.44 2.34
56 H -0.30 3.79 3.67
57 H -4.06 0.40 3.63
58 H -0.65 2.31 0.63
59 H 0.34 1.95 1.91
60 C -3.89 -1.14 -1.58
61 C -2.72 -0.83 -2.50
62 C -2.40 -2.06 -3.35
63 C -1.49 -0.32 -1.74
64 H -4.78 -1.44 -2.15
65 H -4.17 -0.28 -0.97
66 H -3.65 -1.96 -0.90
67 H -3.06 -0.05 -3.19
68 H -2.20 -2.93 -2.71
69 H -1.55 -1.90 -4.00
70 H -3.25 -2.33 -3.98
71 H -1.78 0.65 -1.25
72 H -0.74 -0.04 -2.50

Output
Kohn-Sham gap   8.2686 eV
Charge   +2
ΔE to the lowest compared entry with this formula, charge and spin   0.182 eV
HOMO   -13.08 eV

***

Record 6
This record from OMol25 describes a cluster of 6 separate species, C27H49BrIN2O10 in total. The level of theory is the ωB97M-V functional and the def2-TZVPD basis.

Cartesian coordinates (Å):
1 C -2.32 6.10 -0.89
2 C -1.53 4.89 -1.36
3 Br -0.01 4.57 -0.21
4 C -2.31 3.55 -1.43
5 C -3.73 3.73 -1.79
6 C -4.81 3.74 -0.90
7 C -6.08 3.95 -1.39
8 I -7.74 3.97 -0.18
9 C -6.23 4.15 -2.79
10 N -5.22 4.13 -3.61
11 N -4.02 3.91 -3.08
12 H -1.65 6.93 -0.69
13 H -3.03 6.42 -1.66
14 H -2.87 5.89 0.03
15 H -1.10 5.06 -2.34
16 H -2.23 2.98 -0.50
17 H -1.83 2.96 -2.21
18 H -4.62 3.56 0.15
19 H -7.20 4.33 -3.23
20 H -3.27 3.88 -3.76
21 O -0.48 3.44 -3.80
22 C 0.52 2.79 -4.04
23 O 1.19 2.29 -3.01
24 C 2.27 1.34 -3.17
25 C 3.60 2.01 -3.41
26 C 1.04 2.61 -5.44
27 H 2.02 0.61 -3.94
28 H 2.28 0.80 -2.22
29 H 3.62 2.56 -4.35
30 H 4.38 1.24 -3.44
31 H 3.83 2.71 -2.60
32 H 1.70 3.44 -5.67
33 H 0.19 2.65 -6.12
34 H 1.58 1.68 -5.59
35 O -2.22 0.78 -0.18
36 C -2.16 0.26 0.91
37 O -3.09 -0.63 1.24
38 C -2.99 -1.44 2.44
39 C -3.59 -0.73 3.64
40 C -1.08 0.65 1.90
41 H -1.97 -1.75 2.62
42 H -3.56 -2.33 2.21
43 H -3.03 0.18 3.89
44 H -3.56 -1.40 4.50
45 H -4.62 -0.45 3.44
46 H -1.44 1.49 2.49
47 H -0.21 0.98 1.33
48 H -0.79 -0.15 2.57
49 O 3.14 -1.49 -2.93
50 C 2.29 -2.23 -2.49
51 O 1.13 -2.31 -3.19
52 C 0.07 -3.20 -2.81
53 C -0.84 -2.60 -1.77
54 C 2.44 -2.94 -1.18
55 H 0.48 -4.16 -2.50
56 H -0.47 -3.37 -3.74
57 H -0.31 -2.42 -0.83
58 H -1.67 -3.27 -1.57
59 H -1.24 -1.65 -2.12
60 H 2.09 -2.28 -0.39
61 H 3.50 -3.11 -1.01
62 H 1.91 -3.89 -1.11
63 O 4.11 -1.03 0.54
64 C 5.06 -0.88 -0.19
65 O 5.70 -1.99 -0.62
66 C 6.70 -1.96 -1.64
67 C 8.07 -1.64 -1.10
68 C 5.55 0.48 -0.61
69 H 6.40 -1.28 -2.44
70 H 6.68 -2.97 -2.06
71 H 8.12 -0.64 -0.67
72 H 8.81 -1.71 -1.90
73 H 8.34 -2.35 -0.32
74 H 6.28 0.82 0.12
75 H 4.70 1.16 -0.60
76 H 6.02 0.50 -1.59
77 O -1.51 -3.33 4.35
78 C -1.44 -3.84 5.43
79 O -2.36 -4.76 5.76
80 C -2.30 -5.54 6.96
81 C -2.92 -4.83 8.14
82 C -0.39 -3.43 6.44
83 H -1.27 -5.85 7.16
84 H -2.86 -6.44 6.72
85 H -2.37 -3.93 8.40
86 H -2.91 -5.49 9.02
87 H -3.95 -4.56 7.92
88 H -0.79 -2.60 7.03
89 H 0.48 -3.08 5.89
90 H -0.09 -4.22 7.12

Output
Kohn-Sham gap   7.6833 eV
Charge   +1
HOMO   -11.74 eV